[1]
C20H53NO12P4S | ωB97M-V with the def2-TZVPD basis set

The value obtained for the orbital gap is 5.24 eV. The value obtained for the LUMO energy is -1.9 eV. The calculated total energy is -95639.729 eV. Its net charge is 0. As for the spin multiplicity: 1. Its max |F| is 9.5 eV/Å. The structure (SMILES) is CCCN[PH](COCC)(C[SH](=O)=O)P(C)O.CCOP(=O)(OCC)OCC.CCOP(=O)(OCC)OCC.

Positions of all 91 atoms, in Å:
C: 3.8934 -0.3363 1.4567
C: 2.7364 -0.6499 2.6142
C: 2.4233 -2.2635 2.6228
N: 1.0973 -2.6427 1.9624
P: 1.3349 -3.3920 0.3596
C: -0.4264 -2.9397 -0.2552
O: -1.4554 -2.8997 0.7936
C: -2.3626 -1.7496 0.4676
C: -3.9153 -1.9995 1.0036
C: 1.5944 -5.1470 1.0635
S: 3.3774 -5.5950 1.4461
O: 4.3565 -4.6809 0.6200
O: 3.7298 -7.0956 1.1469
P: 1.7482 -4.0436 -1.7261
C: 2.9660 -2.7511 -2.4598
O: 2.5180 -5.6042 -1.7569
H: 3.4597 -0.4215 0.3557
H: 4.7832 -1.1040 1.5929
H: 4.2888 0.7625 1.5723
H: 1.8228 0.0294 2.3435
H: 3.1487 -0.3019 3.6722
H: 2.3427 -2.6029 3.7640
H: 3.3568 -2.7979 2.1631
H: 0.5902 -1.7101 1.8892
H: 2.4722 -2.4777 0.1827
H: -0.7421 -3.8188 -0.9996
H: -0.3235 -1.9643 -0.8930
H: -1.9963 -0.7485 1.0041
H: -2.4532 -1.5500 -0.6838
H: -4.5080 -0.9819 1.1777
H: -4.5205 -2.5728 0.1540
H: -3.8682 -2.5928 2.0143
H: 1.1413 -6.0181 0.4243
H: 1.0188 -5.1772 2.1087
H: 3.6488 -5.3750 2.8090
H: 3.5723 -3.1795 -3.3714
H: 2.3678 -1.8081 -2.8329
H: 3.7310 -2.4002 -1.6311
H: 3.5162 -5.3847 -1.7840
O: 1.6387 3.0105 4.3090
P: 1.0091 4.4197 4.4313
O: 0.0696 4.0257 5.7517
C: 0.6213 3.3266 6.8594
C: 1.2277 4.2739 7.8778
O: -0.1595 4.1746 3.2714
C: 0.0436 3.2206 2.2420
C: -0.5372 1.8709 2.6343
O: 0.3056 5.9943 4.5680
C: 0.5262 6.8266 5.6847
C: 1.9709 7.2603 5.8008
H: 1.3618 2.5855 6.5504
H: -0.1993 2.7772 7.3323
H: 2.0412 4.8530 7.4352
H: 1.6271 3.7215 8.7340
H: 0.4794 4.9784 8.2516
H: 1.1067 3.1442 1.9834
H: -0.4682 3.5821 1.3460
H: -0.2243 1.5573 3.6349
H: -0.2375 1.0988 1.9199
H: -1.6309 1.9194 2.6553
H: 0.1667 6.3514 6.5942
H: -0.0957 7.7194 5.5470
H: 2.6574 6.4088 5.7768
H: 2.1258 7.8176 6.7298
H: 2.2411 7.9148 4.9633
O: -3.5709 -1.8560 -6.3661
P: -3.1361 -0.5832 -5.5992
O: -1.7980 -0.3084 -6.5561
C: -1.8887 -0.3641 -7.9734
C: -2.2868 0.9752 -8.5652
O: -2.3478 -1.3935 -4.3772
C: -2.7159 -2.7225 -4.0467
C: -1.8622 -3.7246 -4.8082
O: -2.6503 0.8390 -4.7423
C: -2.6386 2.1156 -5.3413
C: -4.0273 2.5890 -5.7103
H: -2.5771 -1.1418 -8.3112
H: -0.8959 -0.6348 -8.3474
H: -3.2679 1.2865 -8.1998
H: -2.3296 0.9210 -9.6575
H: -1.5663 1.7524 -8.2952
H: -3.7861 -2.8869 -4.2212
H: -2.5524 -2.8572 -2.9741
H: -1.8133 -3.5023 -5.8785
H: -2.2523 -4.7387 -4.6826
H: -0.8306 -3.7011 -4.4418
H: -1.9601 2.1346 -6.1906
H: -2.2174 2.8112 -4.6054
H: -4.5640 1.8523 -6.3155
H: -3.9720 3.5322 -6.2622
H: -4.6249 2.7591 -4.8065

Cartesian forces (eV/Å) of the 3 atoms listed first:
C -0.13 0.14 0.26
C 1.15 0.22 -0.68
C -0.03 0.42 1.69

Atom charges from the Mulliken analysis, given in e for atoms 1 to 2: -1.01, 0.28

---

[2]
C3H4N2O | ωB97M-V with the def2-TZVPD basis set

The value obtained for the orbital gap is 10.25 eV. The value obtained for the LUMO energy is 0.3 eV. For the energy above the lowest of the compared OMol25 structures with the same formula, charge and spin, the calculation gives 185.94 kJ/mol. The calculated total energy is -8201.958 eV. Its net charge is 0. As for the spin multiplicity: 1. Its max |F| is 5.1 eV/Å. The structure (SMILES) is CC(=O)N=C=N.

Positions of all 10 atoms, in Å:
C: -1.2586 -1.0177 -0.0432
C: -0.9659 0.6259 0.0777
N: 0.3119 0.7487 -0.2594
N: 2.6282 1.0630 0.1167
C: 1.5195 0.6037 -0.0710
O: -1.7674 1.4692 0.3278
H: 3.4846 0.5501 0.0110
H: -2.3350 -1.1454 -0.1419
H: -0.8850 -1.4622 0.8765
H: -0.7323 -1.4351 -0.8941

Cartesian forces (eV/Å) of the 3 atoms listed first:
C -0.68 2.53 0.50
C -1.52 -4.91 -0.30
N 3.97 0.74 -0.34

Atom charges from the natural (NBO) analysis, given in e for atoms 1 to 2: -0.70, 0.71

---

[3]
C23H30N10NdOS3SeSi | ωB97M-V with the def2-TZVPD basis set

As for the expectation value of S²: 3.753. The value obtained for the orbital gap (spin up / spin down) is 5.92 / 5.93 eV. The value obtained for the LUMO energy (spin up / spin down) is -3.9 / -3.9 eV. The calculated total energy is -162294.812 eV. Its net charge is +1. As for the spin multiplicity: 4. Its max |F| is 1.0 eV/Å.

Positions of all 70 atoms, in Å:
Nd: -0.2041 -0.3177 0.3563
C: -3.7593 0.7988 1.9321
C: -3.4890 -0.6745 1.8085
C: -4.3969 -1.6010 2.2622
C: -4.1039 -2.9595 2.0874
C: -2.9315 -3.3394 1.4948
C: -2.0070 -2.3530 1.0753
N: -2.3231 -1.0277 1.2292
N: -0.8029 -2.5919 0.5206
Si: 0.1294 -4.0227 0.8102
C: -0.3823 -5.6174 -0.0638
C: 0.2294 -4.2819 2.6802
C: 1.8695 -3.6302 0.1716
H: -3.0535 1.2640 2.6230
H: -4.7653 0.9758 2.3065
H: -3.6541 1.2769 0.9561
H: -5.3177 -1.2925 2.7348
H: -4.8190 -3.7041 2.4143
H: -2.6980 -4.3831 1.3321
H: -1.2389 -6.1036 0.4071
H: 0.4499 -6.3240 -0.0346
H: -0.6312 -5.4427 -1.1129
H: -0.7446 -4.5470 3.0974
H: 0.5508 -3.3521 3.1559
H: 0.9344 -5.0671 2.9577
H: 1.9244 -3.6703 -0.9196
H: 2.5666 -4.3766 0.5585
H: 2.2264 -2.6538 0.5094
Se: 3.6706 -0.0366 -0.8776
N: 3.7771 -1.0482 -2.2768
C: 2.5393 -1.4089 -2.6175
C: 2.1602 -2.2834 -3.6503
C: 0.8171 -2.4832 -3.8411
C: -0.1275 -1.8309 -3.0302
N: 0.1795 -1.0220 -2.0332
C: 1.4974 -0.8319 -1.8196
N: 1.9153 -0.0610 -0.7999
H: 2.9132 -2.7716 -4.2540
H: 0.4670 -3.1446 -4.6207
H: -1.1851 -1.9769 -3.2122
S: 4.0381 -0.7368 2.2591
C: 2.4430 -0.5773 2.2192
N: 1.2738 -0.4275 2.2399
C: -2.2679 4.1450 -0.6943
N: -1.6651 3.6295 0.5308
C: -1.5117 4.3893 1.6418
C: -0.9191 3.9104 2.7588
C: -0.4346 2.5710 2.7132
N: -0.5578 1.8484 1.6013
C: -1.1553 2.3481 0.5046
O: -1.2693 1.6512 -0.5214
N: 0.1357 1.9785 3.7567
H: -2.7674 5.0853 -0.4794
H: -2.9863 3.4274 -1.0824
H: -1.4955 4.2902 -1.4500
H: -1.8883 5.4010 1.5841
H: -0.7974 4.5188 3.6409
H: 0.3099 2.4763 4.6106
H: 0.5483 1.0634 3.6100
S: 1.8181 3.1657 -0.3347
C: 2.3186 3.6427 -1.8338
N: 3.3178 4.4946 -2.0721
C: 3.5273 4.9723 -3.4282
C: 2.8466 3.9646 -4.3552
S: 1.6108 3.0839 -3.3305
H: 3.7772 4.9330 -1.2891
H: 4.5947 5.0315 -3.6373
H: 3.0968 5.9694 -3.5512
H: 3.5440 3.2265 -4.7446
H: 2.3321 4.4413 -5.1840

Cartesian forces (eV/Å) of the 3 atoms listed first:
Nd -0.22 -0.24 0.58
C 0.00 -0.07 0.01
C -0.11 0.19 0.02

Atom charges from the natural (NBO) analysis, given in e for atoms 1 to 2: 1.89, -0.64

---

[4]
C21H21NO3 | ωB97M-V with the def2-TZVPD basis set

The value obtained for the orbital gap is 7.44 eV. The value obtained for the LUMO energy is -0.6 eV. For the energy above the lowest of the compared OMol25 structures with the same formula, charge and spin, the calculation gives 203.47 kJ/mol. The calculated total energy is -29749.131 eV. Its net charge is 0. As for the spin multiplicity: 1. Its max |F| is 1.8 eV/Å. The structure (SMILES) is O=C1C(=Cc2ccccc2)C(=O)c2ccccc21.OC[C@@H]1CCCN1.

Positions of all 46 atoms, in Å:
C: -4.2559 4.0377 -0.2976
C: -2.9771 3.7568 -0.7794
C: -2.4723 2.4714 -0.6364
C: -3.2434 1.4542 -0.0411
C: -4.5247 1.7151 0.4232
C: -5.0338 3.0115 0.2972
C: -2.4651 0.1856 -0.0061
O: -2.7622 -0.8651 0.5597
C: -1.1913 0.4710 -0.7329
C: -0.3088 -0.5065 -1.1002
C: 0.9667 -0.2855 -1.7621
C: 1.8826 0.7180 -1.3723
C: 3.0273 0.9624 -2.1400
C: 3.2710 0.1949 -3.2900
C: 2.3899 -0.8272 -3.6606
C: 1.2933 -1.1007 -2.8632
C: -1.1515 1.9261 -1.0685
O: -0.2565 2.5931 -1.5767
H: -4.6694 5.0425 -0.4042
H: -2.3535 4.5099 -1.2656
H: -5.1069 0.9057 0.8762
H: -6.0432 3.2426 0.6323
H: -0.7232 -1.5200 -1.1472
H: 1.6868 1.3018 -0.4694
H: 3.7307 1.7354 -1.8259
H: 4.1516 0.3916 -3.9068
H: 2.5652 -1.4385 -4.5396
H: 0.6005 -1.9114 -3.0927
O: 1.7336 -2.9582 -0.4120
C: 2.1807 -3.1303 0.9268
C: 2.0022 -1.8193 1.6447
C: 1.8797 -1.8451 3.1754
C: 0.8005 -0.8033 3.5450
C: 0.0322 -0.5706 2.2341
N: 0.8181 -1.1379 1.1640
H: 1.9294 -3.7541 -0.9276
H: 1.5631 -3.8825 1.4255
H: 3.2420 -3.4080 0.9393
H: 2.8462 -1.1764 1.3712
H: 1.5034 -2.8310 3.4754
H: 2.8246 -1.6500 3.6867
H: 0.1309 -1.1946 4.3269
H: 1.2496 0.1472 3.8506
H: -0.9823 -1.0067 2.2890
H: -0.1117 0.4994 2.0356
H: 0.3311 -1.6507 0.4395

Cartesian forces (eV/Å) of the 3 atoms listed first:
C -0.24 -0.65 0.14
C 0.21 0.11 -0.04
C -0.84 -0.49 0.21

Atom charges from the natural (NBO) analysis, given in e for atoms 1 to 2: -0.19, -0.21